The following is a quantum chemistry calculation of a structure of composition C30H38B3F7N6O3 at a distorted geometry, from OMol25.

The geometry in XYZ format:
```
87
Properties=species:S:1:pos:R:3:forces:R:3:lowdin_charge:R:1
C 8.021012 0.812046 3.196074 -0.273 -0.134 -0.159 -0.085
C 7.427279 0.989394 1.793222 0.001 -0.232 0.023 -0.229
C 5.919582 1.266871 1.787221 0.199 0.857 -0.076 -0.065
B 5.583543 2.720285 2.231687 0.902 0.540 -0.690 -0.509
O 6.237867 3.368886 3.281938 -0.817 -0.744 0.264 0.277
B 5.328191 3.796587 4.218009 0.619 0.787 0.441 -0.296
O 4.025401 4.145993 3.851519 -0.305 -0.852 0.307 0.291
B 3.612471 3.578438 2.682120 0.321 0.618 -0.765 -0.474
C 2.121615 3.001687 2.444262 -0.057 0.890 0.424 -0.283
F 1.833361 3.013890 1.122228 -0.064 -0.213 -0.250 0.134
F 1.229462 3.829911 3.049782 -0.155 0.074 0.072 0.131
C 1.909595 1.583245 3.048161 0.038 0.088 -0.548 -0.326
F 3.033268 1.296580 3.763475 -0.107 -0.106 0.206 0.148
F 0.844549 1.545640 3.854314 0.228 -0.035 -0.070 0.184
C 1.757542 0.454180 2.000209 0.121 -1.206 0.213 -0.494
F 0.742247 0.674484 1.155069 0.501 -0.005 0.200 0.170
F 2.904436 0.258835 1.325310 -0.867 0.401 0.218 0.189
F 1.478727 -0.694133 2.669820 -0.155 0.777 -0.631 0.141
O 4.536138 3.477263 1.654267 -0.834 -1.334 0.626 0.291
H 8.653036 1.633814 3.503716 0.114 0.189 0.038 0.074
H 7.214601 0.726786 3.916509 -0.074 0.003 0.267 0.054
H 8.590576 -0.108913 3.250350 0.220 -0.096 0.053 0.068
H 7.600777 0.086677 1.218445 0.044 -0.190 -0.125 0.103
H 7.941739 1.781591 1.258017 0.138 0.147 -0.096 0.109
H 5.482918 1.117108 0.805513 -0.062 -0.172 -0.221 0.117
H 5.403744 0.592016 2.471153 -0.077 -0.261 0.084 0.103
H 5.645658 3.851055 5.358121 -0.046 0.185 0.015 0.125
N -2.306328 0.784342 0.530968 -0.110 0.009 -0.027 0.022
C -3.397439 -0.024630 0.681520 0.059 -0.012 -0.015 -0.139
C -4.486515 0.643157 0.183789 -0.064 -0.066 -0.057 -0.130
C -4.028786 1.904467 -0.288302 -0.015 0.020 -0.064 -0.118
C -2.679181 1.958824 -0.060250 0.058 -0.028 0.014 -0.133
H -1.372854 0.551274 0.811000 0.019 -0.025 -0.020 0.114
H -3.307318 -1.000761 1.126117 -0.020 -0.004 0.016 0.109
H -5.496956 0.269591 0.157410 -0.014 0.010 0.021 0.092
H -4.622461 2.678824 -0.744175 -0.010 0.015 0.015 0.094
H -1.956088 2.728333 -0.268665 -0.004 0.016 -0.003 0.110
N -3.225863 -0.304423 -2.953439 -0.049 -0.006 0.019 0.021
C -2.743598 0.546317 -3.908097 -0.010 0.005 0.030 -0.142
C -2.169615 -0.210578 -4.896071 -0.017 0.004 -0.017 -0.116
C -2.316139 -1.574546 -4.521375 0.000 0.015 -0.019 -0.112
C -2.973108 -1.595751 -3.319082 0.119 -0.007 0.072 -0.165
H -3.696999 -0.023898 -2.107361 0.054 0.061 0.067 0.103
H -2.849535 1.612192 -3.802551 0.012 0.011 0.001 0.103
H -1.699195 0.169517 -5.787310 0.003 0.003 -0.010 0.086
H -1.980154 -2.437723 -5.070986 0.007 -0.007 -0.002 0.087
H -3.282266 -2.416058 -2.694901 0.003 -0.032 -0.013 0.104
N 4.848523 6.488343 1.305318 0.016 0.164 0.012 0.020
C 4.988200 6.814014 -0.015193 -0.025 -0.029 -0.008 -0.132
C 5.581329 8.046301 -0.083380 0.010 -0.006 -0.008 -0.110
C 5.810932 8.479916 1.250444 0.012 0.005 0.007 -0.110
C 5.348302 7.496540 2.083130 -0.036 -0.029 0.025 -0.132
H 4.444775 5.637686 1.646855 0.162 0.048 -0.102 0.105
H 4.655727 6.143550 -0.788788 -0.005 0.004 -0.014 0.109
H 5.824839 8.577796 -0.987625 0.004 0.005 -0.008 0.089
H 6.263268 9.406345 1.561252 0.008 0.007 0.003 0.089
H 5.331912 7.428105 3.157478 -0.009 0.024 0.011 0.108
N -7.139272 -3.104719 -3.758730 -0.052 0.009 0.093 0.012
C -7.797712 -3.947343 -2.905209 -0.007 -0.006 -0.043 -0.143
C -7.289720 -3.752891 -1.649210 -0.011 0.017 0.019 -0.110
C -6.287623 -2.748523 -1.750272 0.007 0.001 0.015 -0.113
C -6.220402 -2.369444 -3.064728 -0.074 0.028 -0.055 -0.142
H -7.303107 -3.038738 -4.745364 0.018 -0.015 -0.043 0.143
H -8.564206 -4.610733 -3.266211 0.034 -0.054 -0.001 0.087
H -7.600403 -4.270744 -0.757494 -0.003 -0.004 0.009 0.088
H -5.685451 -2.351093 -0.949464 0.005 0.005 0.004 0.079
H -5.601216 -1.644434 -3.562338 0.023 0.000 -0.015 0.095
N -10.209439 -6.711752 -4.861342 0.020 -0.009 -0.045 0.000
C -9.724643 -5.859978 -5.816445 0.004 0.046 0.058 -0.159
C -9.154646 -6.616715 -6.804124 0.007 0.002 -0.007 -0.111
C -9.304440 -7.979928 -6.431391 -0.001 -0.010 -0.006 -0.111
C -9.959534 -8.005083 -5.229945 0.001 0.017 0.034 -0.141
H -10.676160 -6.431538 -4.019824 -0.039 0.005 0.022 0.140
H -9.827913 -4.793362 -5.711404 -0.021 0.009 -0.023 0.101
H -8.683586 -6.237281 -7.694956 0.001 0.002 -0.012 0.089
H -8.969485 -8.841784 -6.982860 0.003 -0.009 -0.007 0.089
H -10.267784 -8.827849 -4.608745 0.009 -0.018 -0.002 0.105
N 5.919020 -2.530512 4.582920 -0.041 0.030 -0.047 0.010
C 5.316419 -3.616493 4.010532 0.007 -0.003 0.019 -0.137
C 4.063023 -3.238700 3.608792 0.015 -0.006 -0.035 -0.096
C 3.903092 -1.867470 3.947970 0.277 -0.089 0.122 -0.103
C 5.065752 -1.461461 4.548422 0.035 0.001 0.004 -0.146
H 6.843218 -2.520007 4.970783 0.033 0.003 0.011 0.143
H 5.828275 -4.560442 3.939105 -0.014 -0.017 -0.003 0.106
H 3.340726 -3.873407 3.123751 -0.005 -0.005 -0.006 0.093
H 3.042727 -1.257006 3.775321 0.085 -0.086 0.155 0.058
H 5.357704 -0.507816 4.954218 -0.026 0.005 0.042 0.102
```
Positions in Å, forces in eV/Å.

Results
HOMO   -7.93 eV
Max |F|   1.693 eV/A
Gap between HOMO and LUMO   7.963 eV
E_LUMO   0.03 eV